Entry 1:
{
  "formula": "C2H4NOS2",
  "method": "ωB97M-V/def2-TZVPD",
  "e_lumo_ev": 3.02,
  "charge": -1,
  "smiles": "O=NCCS[S-]",
  "homo_lumo_gap_ha": 0.1953,
  "fmax_ev_per_a": 5.067,
  "relative_energy_ev": 2.859,
  "elements": ["S", "C", "H", "S", "O", "N", "H", "H", "H", "C"],
  "positions_angstrom": [[2.6086, 0.7882, -0.7317], [0.2856, -0.9147, 0.3945], [-1.3384, -0.3198, -0.9756], [2.0745, -0.4311, 0.7302], [-2.2283, 1.6894, 0.1681], [-1.0308, 1.3335, 0.5150], [0.1320, 0.7005, -1.0290], [0.1195, -1.7373, -0.3027], [-0.0856, -1.3309, 1.4935], [-0.5371, 0.2223, -0.2623]],
  "mulliken_charge": [-0.64, -0.48, 0.27, -0.15, -0.36, -0.01, 0.20, 0.25, 0.23, -0.30]
}

***

Entry 2:
{
  "formula": "C27H38ClKN6O3PS",
  "method": "ωB97M-V/def2-TZVPD",
  "e_lumo_ev": 2.08,
  "charge": -1,
  "homo_lumo_gap_ha": 0.2032,
  "fmax_ev_per_a": 0.947,
  "relative_energy_ev": 0.143,
  "elements": ["C", "H", "N", "N", "C", "H", "C", "C", "N", "H", "H", "H", "O", "H", "N", "H", "C", "S", "C", "C", "H", "C", "H", "C", "H", "H", "H", "H", "C", "C", "H", "H", "C", "H", "C", "H", "H", "H", "P", "C", "C", "K", "O", "N", "H", "H", "H", "H", "C", "H", "H", "H", "H", "C", "H", "H", "C", "H", "C", "C", "H", "C", "C", "H", "H", "C", "C", "Cl", "C", "O", "C", "H", "H", "C", "H", "N", "H", "H"],
  "positions_angstrom": [[-0.3265, -0.4508, -1.4391], [-4.8636, 4.6053, 1.6797], [2.0692, 2.4316, 0.3110], [2.4257, 1.2086, 2.1758], [1.2074, -4.0488, 0.5206], [-0.3805, -3.6155, 5.4378], [-2.1066, -1.7881, 3.1712], [1.7281, -2.7484, -0.1176], [-1.5977, -0.1189, -1.5679], [1.4822, -4.8717, -0.1446], [-6.2300, 4.2022, 0.6299], [-3.0451, 0.9374, 1.6786], [-3.8237, 2.8313, -0.5082], [-6.1288, 3.5008, 2.2646], [-0.1829, -1.7797, -1.5144], [3.4915, -1.2172, -1.8327], [-0.2966, -4.1627, 0.8045], [-0.1211, 1.1445, 1.4390], [-5.5543, 3.8129, 1.3914], [-0.3061, -3.8838, 3.3033], [3.8287, -4.1666, 1.3132], [-2.2023, -1.3194, -1.7191], [0.6645, -1.2935, 0.8461], [-0.7634, -3.4598, 2.0553], [3.4983, -0.6576, -0.1594], [5.0629, -2.9962, 0.8741], [3.3839, 1.2493, 1.8568], [3.5644, 5.3072, -2.6202], [3.9864, -3.1358, 0.9930], [1.5298, 1.6747, 1.2071], [1.7337, -2.0115, -2.1745], [1.0540, 6.7802, -5.7473], [0.2531, 4.6261, -3.1913], [3.2855, 6.7185, -4.6237], [1.9262, 3.7970, -1.4038], [0.8275, -3.5011, -1.9516], [1.7407, -4.2089, 1.4577], [-3.2645, -1.4386, -1.8641], [-4.6066, 2.4440, 0.6941], [-1.6644, -2.4061, 2.0083], [-5.8222, 1.1524, 0.3552], [-1.3981, 2.6897, -0.9581], [1.5671, -1.6423, 0.7360], [1.2387, 2.9952, -0.6692], [-5.2940, 0.2664, 0.0019], [-0.5184, -5.2279, 0.9239], [-4.2313, 1.5068, 2.8894], [-2.0130, -2.0451, 1.0471], [3.6809, -3.8941, -1.3593], [0.3979, -4.7068, 3.3629], [4.9047, -1.4934, -0.8384], [3.6392, -2.4666, 1.7801], [-0.8241, 5.4696, -4.8436], [1.0563, -2.5353, -1.5046], [2.9796, 3.9046, -1.1243], [3.4036, -4.8991, -1.0377], [0.1472, 5.4447, -4.3625], [4.7658, -3.8817, -1.4859], [-0.7365, -3.2826, 4.4724], [2.5977, 5.3530, -3.1140], [3.2424, -3.7141, -2.3427], [2.4537, 6.1444, -4.2360], [-3.6091, 1.7990, 2.0415], [2.1522, 0.3170, 2.5581], [-0.8865, -3.8298, -0.0489], [1.1997, 6.1735, -4.8582], [3.8129, -1.4640, -0.8195], [-2.2013, -1.4730, 5.8570], [-1.6435, -2.2368, 4.3906], [-0.7435, 3.9778, -2.7506], [3.2853, -2.8238, -0.3359], [-2.8727, 2.5373, 2.3602], [-2.7829, -0.9459, 3.1318], [1.5539, 4.5907, -2.5696], [-6.4971, 1.4919, -0.4305], [-1.3951, -2.3600, -1.6930], [0.5090, 0.2210, -1.3051], [-6.3973, 0.8965, 1.2460]],
  "mulliken_charge": [-0.01, 0.34, -0.83, -0.44, -1.25, 0.42, -0.85, 2.46, -0.33, 0.46, 0.35, -0.28, -0.84, 0.36, 1.25, 0.37, -1.47, -0.30, -1.21, -0.22, 0.35, -0.64, -0.31, 0.12, 0.18, 0.50, 0.31, 0.25, -1.87, -0.07, 0.77, 0.33, 0.04, 0.36, -0.51, 0.09, 0.36, 0.43, 1.14, 0.37, -1.12, 1.09, -0.10, 0.44, 0.24, 0.45, 0.46, 0.36, -1.93, 0.39, 0.52, 0.29, 0.36, -2.17, 0.24, 0.38, -0.63, 0.48, -0.94, -0.53, 0.32, -0.68, -0.72, 0.24, 0.59, -0.25, -1.54, -0.27, 0.50, -0.71, 1.51, 0.44, 0.35, 0.65, 0.35, -1.12, 0.53, 0.36]
}

***

Entry 3:
{
  "formula": "C2H2F2LiMgO",
  "method": "ωB97M-V/def2-TZVPD",
  "e_lumo_ev": [-9.79, -11.23],
  "charge": 2,
  "multiplicity": 2,
  "homo_lumo_gap_ha": [0.3561, 0.3239],
  "fmax_ev_per_a": 11.415,
  "relative_energy_ev": 1.279,
  "elements": ["C", "F", "O", "H", "F", "Li", "H", "C", "Mg"],
  "positions_angstrom": [[1.2576, 0.4955, -0.2834], [0.8881, 0.8259, -1.5008], [0.6587, -0.7442, -0.0158], [1.9210, 2.1730, 0.4128], [-2.7614, -1.8110, -0.2767], [-4.0498, -1.1320, -1.2292], [1.7456, 0.8189, 1.7311], [1.4078, 1.2459, 0.7890], [-1.0676, -1.8721, 0.3729]],
  "mulliken_charge": [0.69, -0.13, -0.52, 0.32, -0.58, 0.93, 0.35, -0.46, 1.40]
}

***

Entry 4:
{
  "formula": "C25H32Al2BBeBrCl4F4N4O13P",
  "method": "ωB97M-V/def2-TZVPD",
  "e_lumo_ev": -7.90,
  "charge": 1,
  "homo_lumo_gap_ha": 0.0281,
  "fmax_ev_per_a": 2.831,
  "relative_energy_ev": 1.478,
  "elements": ["H", "H", "H", "H", "H", "H", "O", "C", "H", "C", "C", "H", "Cl", "O", "C", "F", "H", "O", "O", "F", "C", "O", "C", "C", "C", "C", "H", "C", "H", "B", "C", "C", "N", "H", "Al", "C", "H", "F", "N", "F", "P", "Al", "C", "Cl", "H", "H", "Be", "O", "H", "H", "H", "C", "H", "H", "H", "C", "N", "O", "Br", "H", "H", "H", "H", "C", "H", "H", "C", "H", "C", "C", "N", "C", "H", "H", "O", "C", "O", "H", "H", "C", "O", "Cl", "O", "O", "C", "Cl", "O", "C"],
  "positions_angstrom": [[-1.3358, 1.9633, -2.0540], [3.7943, 3.3874, 2.9714], [0.2796, -3.2950, -0.8827], [-0.7944, -2.9197, 5.4103], [-1.0274, 0.7637, 0.1011], [-0.6861, -4.1305, 0.2938], [-4.6777, 1.2342, -1.6465], [-0.4156, 0.5029, -0.7579], [4.4409, 2.7547, 4.5016], [1.2028, -2.7691, 4.5672], [3.2137, 1.7268, -0.5741], [-1.7318, -5.1110, 3.6013], [-3.9230, 3.9800, -6.1629], [-4.5492, -1.3809, 11.4259], [3.9135, 2.4872, 3.5747], [-3.3936, 6.1384, -0.4821], [2.1356, -2.4847, 5.0512], [-1.8393, 4.5832, -11.3922], [-0.8756, 3.8136, -13.2462], [-5.0436, 5.7007, -2.0307], [1.5458, -0.8519, 2.9217], [-3.4515, 1.5883, -3.4534], [-0.0797, -4.2643, 2.5594], [4.0744, -0.6644, 4.3556], [3.1404, 0.7470, 0.5979], [-3.5799, -1.4890, 10.6875], [2.4701, 2.5154, -0.4761], [0.3990, -2.8865, 2.2119], [4.5330, -0.7059, 3.3576], [-3.8568, 6.4253, -1.7877], [0.2248, -2.3165, 0.9406], [-0.4608, -3.1358, -0.0902], [0.7084, -1.0890, 0.6924], [0.6339, -5.0840, 2.5889], [6.2500, 1.1461, 3.4278], [2.5374, 1.8651, 3.9446], [-2.3331, -1.9218, -2.5638], [-2.8694, 6.0119, -2.7247], [1.3718, -0.8232, -1.5812], [-4.0913, 7.7953, -1.9228], [2.3606, 0.0516, 4.3060], [-0.4438, -1.9715, 7.9774], [-0.6020, 1.1806, -1.9450], [-3.0516, 1.6057, -7.5571], [-0.7114, -2.2433, -2.4329], [3.9328, 1.0175, 1.3037], [-1.0135, 0.7304, -8.9269], [-1.8966, -6.2176, -0.6133], [1.2045, -3.8538, 4.5588], [4.1132, -1.6115, 4.8838], [-1.5099, 4.5196, -10.4791], [1.0387, -2.1543, 3.2019], [-1.9500, -1.5009, -0.3520], [1.8253, -0.4825, -3.5587], [2.2533, 2.3537, 4.8771], [-1.3799, -4.4493, 2.8185], [-1.6370, -2.5209, -2.1414], [-3.4222, 2.8306, -1.6539], [1.7627, 3.4870, -12.0694], [3.3278, -0.2788, 0.2764], [-0.2396, -1.2436, 5.1697], [4.6399, 1.8547, 2.9949], [4.1942, 2.2064, -0.5679], [1.1792, -0.1889, -2.7370], [-2.1322, -3.9654, 2.1979], [3.1323, 1.1828, -1.5097], [0.2512, 0.8103, -2.9848], [0.1570, 1.3144, -3.9310], [1.3738, -0.3740, 1.6407], [-2.5364, 3.1501, -6.8302], [-0.7994, -6.7607, -0.8812], [-3.8425, 1.8678, -2.3293], [4.6521, 0.0466, 4.9697], [-2.6263, -3.1624, -0.4681], [1.8504, 0.8232, 1.2598], [-0.8410, 3.9490, -12.0692], [-3.2174, -0.6269, 9.8421], [0.4307, -2.1467, 6.5263], [1.8079, 2.1943, 3.2078], [0.5509, -0.4618, -0.6142], [0.1005, 3.5258, -11.1848], [-1.7773, 4.1537, -8.0740], [-0.7026, -7.5696, -1.7978], [0.2046, -6.4495, -0.1952], [-1.7610, -2.5332, -0.6714], [-1.3687, 2.8252, -5.5451], [-2.7993, -2.4782, 10.6629], [0.0644, -2.2429, 5.4903]],
  "mulliken_charge": [1.02, 0.37, 0.49, 0.47, 0.63, 0.23, -0.32, -0.03, 0.46, -1.17, -1.39, 0.36, -0.02, -0.35, -0.88, -0.43, 0.03, -0.35, -0.47, -0.42, 0.72, -0.33, -1.17, -0.92, 0.68, 0.86, 0.30, 0.77, 0.18, 0.64, 1.22, -0.98, 0.77, 0.61, 0.59, -0.60, 0.26, -0.40, -0.48, -0.37, 0.28, 0.54, -0.92, -0.07, 0.21, -0.58, 0.00, -0.60, 0.65, 0.40, 0.26, 0.17, 0.31, 0.42, 0.62, -1.08, -0.60, -0.26, 0.12, 0.44, 0.46, 0.11, 0.47, -1.23, 0.21, 0.26, -0.21, 0.21, 0.22, 0.32, 1.02, 0.99, 0.23, 0.39, -0.34, 0.83, -0.38, 0.57, 0.35, -0.62, -0.37, -0.14, -0.63, -0.61, -0.41, -0.05, -0.37, -1.19]
}